Entry 1:
Density functional theory data (the ωB97M-V functional and the def2-TZVPD basis) for a cluster of 3 separate species, C11H21N4O4 in total.

Geometry (Å):
O 1.478 -4.071 -0.243
O 0.721 2.359 -1.350
O -0.213 1.453 -3.162
O 0.228 -2.313 -0.791
N -2.966 0.091 3.098
N -1.724 -1.850 2.857
N -4.007 -1.940 3.301
N 1.736 -0.824 2.787
C -0.537 -1.284 2.219
C 1.305 -3.125 -0.954
C 1.640 -1.194 -2.310
C -2.868 -1.234 3.092
C 0.728 -1.544 3.014
C 0.201 3.865 -3.075
C 0.203 -1.288 -1.816
C 2.142 -2.625 -2.111
C 1.057 3.679 -0.875
C 1.199 4.532 -2.131
C 0.187 2.428 -2.596
H -0.403 -1.717 1.224
H 1.934 -3.263 -2.972
H 0.710 -2.367 3.742
H 1.702 -0.832 -3.332
H 2.541 -1.112 3.341
H 2.209 4.436 -2.530
H 1.966 3.602 -0.286
H -3.937 -2.939 3.170
H -0.488 -1.609 -2.596
H 0.244 4.027 -0.234
H -0.629 -0.203 2.103
H 0.479 3.904 -4.125
H -0.809 4.265 -2.967
H -2.154 0.684 3.146
H 2.201 -0.510 -1.672
H -1.697 -2.837 3.065
H 1.007 5.586 -1.948
H 3.198 -2.704 -1.868
H -0.161 -0.362 -1.381
H -4.544 -1.686 4.119
H -3.875 0.522 3.049

Calculated values
highest occupied orbital energy: -12.32 eV
E_LUMO: -0.10540 hartree
E: -25892.9271 eV
energy above the lowest of the compared OMol25 structures with the same formula, charge and spin: 0.000 eV
net charge: +1
max |F|: 0.6 eV Å⁻¹

***

Entry 2:
Density functional theory data (the ωB97M-V functional and the def2-TZVPD basis) for the molecule C11H21N5O5 at a distorted geometry.

Geometry (Å):
O -1.827 3.024 1.090
O -2.965 2.963 -1.021
O 1.273 -0.123 -1.681
O 6.538 -1.508 1.064
O 5.574 -2.265 -0.772
N 0.345 1.641 -0.451
N -5.864 -2.420 -0.133
N 2.623 1.666 1.218
N -3.759 -2.691 -0.757
N -4.003 -1.174 0.807
C -1.621 0.163 -0.604
C -1.121 1.497 -0.899
C -1.991 2.563 -0.173
C -4.645 -2.079 -0.036
C 1.322 0.870 -0.807
C 3.455 -0.182 -0.553
C -2.695 -1.314 1.296
C 2.696 1.115 -0.093
C -1.565 -0.274 0.831
C 5.784 -1.278 0.122
C 5.004 0.058 0.012
H -2.686 0.367 -0.873
H 3.072 2.007 -0.744
H -1.266 -0.666 -1.394
H 0.594 2.069 0.534
H -1.841 0.698 1.540
H 3.281 2.673 1.443
H 2.919 -1.165 -0.176
H 3.717 0.001 -1.766
H 5.261 0.867 -0.738
H -2.752 -1.388 2.342
H -4.231 -3.135 -1.667
H -2.992 -2.056 -0.995
H -0.990 1.964 -1.879
H -6.077 -1.821 0.717
H 2.869 0.969 2.068
H -0.522 -0.752 1.175
H -3.549 3.460 -0.187
H -4.669 -0.571 1.266
H 4.927 0.364 1.007
H 4.699 -1.839 -1.213
H -2.320 -2.301 1.080

Calculated values
highest occupied orbital energy: -9.04 eV
E_LUMO: -0.00033 hartree
E: -29429.9607 eV
energy above the lowest of the compared OMol25 structures with the same formula, charge and spin: 8.178 eV
SMILES: [H]/N=C(/N)NCCC[C@H](NC(=O)[C@@H](N)CCC(=O)O)C(=O)O
max |F|: 8.0 eV Å⁻¹